{
  "formula": "C5H14AlNO2",
  "method": "ωB97M-V/def2-TZVPD",
  "orbital_gap_ev": 2.15,
  "de_lowest_kcal_mol": 67.2,
  "total_energy_ev": -17568.3922,
  "e_lumo_ev": -13.11,
  "fmax_ev_per_a": 4.57,
  "total_charge": 2,
  "symbols": ["Al", "C", "O", "H", "H", "H", "C", "C", "C", "O", "C", "N", "H", "H", "H", "H", "H", "H", "H", "H", "H", "H", "H"],
  "positions_angstrom": [[-4.634670, 0.644947, -0.449195], [-2.197570, -5.100483, 0.642535], [-2.485630, -3.887143, 0.058745], [-1.965250, -5.015733, 1.704115], [-3.008620, -5.821943, 0.543645], [-1.375460, -5.654733, 0.189715], [1.939780, 2.290297, -1.826305], [0.823070, 1.549627, -1.047655], [1.014650, 1.496747, 0.432075], [-0.120440, 0.828597, 1.073845], [0.441400, -0.078243, 2.082105], [-0.399000, 2.331517, -1.331715], [2.886610, 1.983067, -1.382215], [1.745230, 3.362577, -1.804455], [1.974920, 2.120107, -2.902355], [0.757700, 0.515767, -1.386715], [1.200740, 2.501617, 0.811175], [1.999980, 1.039107, 0.520145], [-0.303960, -0.799893, 2.416405], [0.857200, 0.534277, 2.882125], [1.249410, -0.766913, 1.835255], [-0.213990, 3.188367, -0.830025], [-0.186090, 2.738477, -2.231245]],
  "atomic_forces_ev_per_a": [[0.03, 0.17, -0.03], [-0.08, 4.28, 1.59], [0.65, -3.26, 0.83], [-0.05, 0.24, 0.07], [-0.90, -0.77, -1.05], [0.45, -0.57, -1.42], [0.35, -0.15, 0.37], [-1.13, 0.19, -0.76], [0.36, 0.28, -0.23], [2.94, -1.18, -0.02], [-0.72, 0.23, 0.32], [0.83, 0.14, -0.43], [0.29, 0.47, -0.19], [0.54, 0.14, 0.69], [-0.25, -0.76, 0.09], [-0.34, 0.02, -0.35], [-0.59, 0.26, 0.42], [-0.25, -0.78, 0.84], [-0.54, 0.72, 0.21], [-0.31, -0.04, 0.31], [0.37, 0.44, -1.20], [-0.64, 0.37, 1.05], [-1.00, -0.45, -1.13]],
  "lowdin_charge": [0.982, -0.044, 0.169, 0.110, 0.176, 0.174, -0.020, -0.408, -0.196, -0.125, -0.063, 0.092, 0.096, 0.090, 0.096, 0.147, 0.146, 0.131, 0.084, 0.106, 0.095, 0.086, 0.078]
}

---

{
  "formula": "C5H14BNO5",
  "method": "ωB97M-V/def2-TZVPD",
  "orbital_gap_ev": 10.95,
  "total_energy_ev": -17818.9880,
  "e_lumo_ev": 0.38,
  "fmax_ev_per_a": 0.98,
  "total_charge": 0,
  "symbols": ["C", "C", "O", "B", "O", "N", "C", "O", "O", "H", "H", "H", "H", "H", "H", "H", "H", "C", "C", "O", "H", "H", "H", "H", "H", "H"],
  "positions_angstrom": [[-1.176099, 0.328519, 0.176093], [-0.959598, -1.177438, 0.052949], [-1.051128, -1.585930, -1.312825], [-0.273454, -2.596556, -1.763918], [-0.689444, -3.299184, -2.884679], [1.066342, -2.871784, -1.194386], [1.601880, -4.121362, -1.452773], [0.995620, -5.158067, -1.321562], [2.944383, -4.097446, -1.758709], [-0.273363, 0.851270, 0.460156], [-1.460486, 0.718821, -0.795395], [-1.985298, 0.561835, 0.856747], [-0.003018, -1.449420, 0.482790], [-1.720002, -1.695890, 0.627326], [-1.148867, -4.095191, -2.614641], [1.710757, -2.124805, -1.410876], [3.069516, -3.718655, -2.630736], [-0.689948, 4.617529, 1.937125], [0.149160, 3.363865, 2.099011], [0.804231, 2.997862, 0.885619], [-1.434677, 4.476115, 1.153832], [-1.202306, 4.869137, 2.866503], [-0.065095, 5.466499, 1.650498], [-0.479698, 2.517068, 2.369095], [0.891972, 3.499256, 2.892082], [1.378617, 3.723952, 0.630676]],
  "atomic_forces_ev_per_a": [[0.01, -0.17, -0.43], [-0.05, 0.79, 0.36], [0.18, -0.38, 0.36], [-0.25, -0.05, -0.47], [0.07, 0.21, 0.43], [-0.21, -0.15, -0.86], [-0.21, -0.65, 0.42], [0.42, 0.87, -0.13], [-0.16, -0.32, 0.20], [0.14, 0.13, 0.19], [-0.11, 0.05, -0.18], [-0.05, 0.08, 0.26], [0.23, -0.18, -0.06], [-0.21, -0.28, -0.11], [-0.14, -0.36, -0.26], [0.23, 0.14, 0.48], [0.08, 0.22, -0.22], [0.00, -0.03, -0.08], [0.10, 0.15, -0.07], [-0.11, -0.08, 0.11], [-0.03, -0.02, 0.02], [0.01, 0.01, 0.01], [0.01, 0.02, 0.06], [0.02, -0.05, -0.01], [-0.05, -0.03, 0.05], [0.07, 0.05, -0.06]],
  "lowdin_charge": [-0.052, -0.217, 0.109, -0.679, 0.168, 0.224, -0.567, 0.124, 0.090, 0.049, 0.083, 0.072, 0.107, 0.119, 0.106, 0.144, 0.112, -0.091, -0.321, -0.094, 0.076, 0.074, 0.072, 0.102, 0.109, 0.080]
}

---

{
  "formula": "C5H14IN2",
  "method": "ωB97M-V/def2-TZVPD",
  "orbital_gap_ev": 9.74,
  "de_lowest_kcal_mol": 38.7,
  "total_energy_ev": -16484.5760,
  "e_lumo_ev": -4.22,
  "fmax_ev_per_a": 4.20,
  "total_charge": 1,
  "symbols": ["C", "C", "C", "C", "C", "N", "N", "I", "H", "H", "H", "H", "H", "H", "H", "H", "H", "H", "H", "H", "H", "H"],
  "positions_angstrom": [[-0.657906, -0.639286, 1.582866], [-2.436758, 0.126662, -0.187225], [0.359581, -1.084877, -1.120009], [-1.089041, 0.254474, 0.425351], [0.442988, 1.275122, -1.369748], [2.750089, 1.097549, -0.188363], [-0.050092, 0.219121, -0.756399], [-0.044509, 3.222729, -0.892661], [-1.415800, -0.420394, 2.390033], [-0.558130, -1.719252, 1.414513], [0.350315, -0.399864, 1.759396], [-2.668068, -0.954578, -0.178460], [-2.363795, 0.383275, -1.355414], [-3.291681, 0.830674, 0.212385], [0.499668, -1.013032, -2.244613], [1.337634, -1.280719, -0.643280], [-0.401317, -1.672351, -0.765735], [-0.988928, 1.352240, 0.884223], [1.169177, 1.110731, -2.203495], [3.129924, 1.520489, -0.977029], [2.733879, 0.085429, -0.310830], [3.465773, 1.353488, 0.510867]],
  "atomic_forces_ev_per_a": [[-1.54, -0.44, -0.53], [-1.93, 0.35, -2.74], [2.72, 1.26, -2.47], [1.75, 3.78, 0.52], [-0.61, -1.51, 1.15], [0.11, -0.37, 2.13], [-0.39, 3.74, 0.68], [0.10, -0.39, -0.31], [1.30, -0.38, -0.51], [-0.90, 0.09, -0.27], [1.17, 0.89, 1.21], [-0.72, 0.60, 0.12], [-0.28, -0.37, 2.57], [1.85, -1.73, -0.41], [-0.23, -1.06, 1.34], [-0.61, -0.42, -0.16], [-1.41, -2.28, 0.20], [-0.01, -2.29, -1.19], [-0.89, 0.12, 0.74], [0.69, 0.61, -2.10], [0.56, 0.41, 0.09], [-0.73, -0.59, -0.03]],
  "lowdin_charge": [-0.042, -0.070, -0.016, -0.414, -0.583, 0.036, -0.208, 1.057, 0.129, 0.089, 0.065, 0.087, 0.129, 0.135, 0.142, 0.109, 0.067, 0.105, 0.096, -0.001, 0.023, 0.067]
}

---

{
  "formula": "C5H14MgN3",
  "method": "ωB97M-V/def2-TZVPD",
  "orbital_gap_ev": 3.37,
  "total_energy_ev": -15321.8164,
  "e_lumo_ev": 2.65,
  "fmax_ev_per_a": 2.66,
  "total_charge": -1,
  "symbols": ["C", "Mg", "N", "H", "H", "H", "H", "H", "H", "H", "H", "C", "C", "N", "C", "C", "N", "H", "H", "H", "H", "H", "H"],
  "positions_angstrom": [[-1.534917, 2.229626, -1.689308], [1.616098, 0.120481, -0.612838], [1.517985, -1.245814, -2.153289], [-2.079952, 1.190217, -3.593916], [2.376770, -1.476615, -2.690252], [-2.525307, 1.550157, -3.073445], [-1.879798, 3.071093, -2.305435], [-0.661129, 2.366808, -1.025047], [-2.122265, 1.361421, -1.348050], [1.196297, -2.082936, -1.644584], [0.795193, -0.973950, -2.828303], [1.288182, 1.101655, 1.912124], [0.543060, -0.187470, 1.801929], [0.275275, -0.798722, 0.644037], [-0.534427, -1.891100, 0.924517], [-0.664665, -1.981842, 2.282166], [0.028433, -0.880584, 2.820000], [0.734033, 1.811410, 2.558670], [2.316010, 0.960545, 2.301983], [1.359895, 1.611148, 0.902410], [-0.989108, -2.462165, 0.124851], [-1.153224, -2.750581, 2.873606], [0.097566, -0.642774, 3.818171]],
  "atomic_forces_ev_per_a": [[1.75, -0.19, 1.99], [1.19, 0.69, -1.06], [-0.02, -0.93, -0.96], [-1.15, 0.06, -0.27], [-0.67, 0.22, 0.69], [0.02, -0.94, -1.63], [0.13, -0.59, 0.47], [-0.51, 0.62, 0.01], [-0.06, 0.74, -0.38], [0.25, 0.03, -0.49], [0.01, -0.05, 0.08], [0.03, 0.78, 0.29], [0.11, -0.13, -0.95], [-0.91, 0.39, 1.02], [0.62, 0.75, 0.74], [0.04, 0.00, -0.23], [-0.76, -1.04, 0.71], [0.12, -0.34, -0.09], [-0.54, 0.09, -0.35], [0.05, -0.42, 1.12], [0.22, -0.10, 0.28], [0.12, 0.49, 0.01], [-0.03, -0.15, -1.00]],
  "lowdin_charge": [-0.343, 0.170, -0.092, -0.008, 0.035, -0.065, -0.130, -0.185, -0.158, 0.016, 0.036, -0.155, -0.475, -0.018, -0.138, -0.098, 0.098, 0.083, 0.070, -0.008, 0.100, 0.101, 0.164]
}

---

{
  "formula": "C5H14N",
  "method": "ωB97M-V/def2-TZVPD",
  "orbital_gap_ev": 11.09,
  "de_lowest_kcal_mol": 7.7,
  "total_energy_ev": -6895.5283,
  "e_lumo_ev": -3.75,
  "fmax_ev_per_a": 1.46,
  "total_charge": 1,
  "symbols": ["C", "C", "C", "C", "C", "N", "H", "H", "H", "H", "H", "H", "H", "H", "H", "H", "H", "H", "H", "H"],
  "positions_angstrom": [[2.064395, 1.222106, -0.644111], [1.028720, 0.088851, -0.341564], [1.396910, -0.697994, 0.896995], [-0.400061, 0.641942, -0.320857], [-1.461373, -0.441410, -0.572793], [-2.328960, -0.666193, 0.652633], [2.795715, 0.884530, -1.372287], [2.578095, 1.518584, 0.272972], [1.535124, 2.102494, -1.015878], [1.138082, -0.496813, -1.253575], [0.883612, -1.666340, 0.957411], [2.458046, -0.918099, 0.897861], [1.149836, -0.177468, 1.824724], [-0.594006, 1.144064, 0.630369], [-0.490601, 1.415538, -1.078341], [-0.962223, -1.381833, -0.771615], [-2.134021, -0.188794, -1.380285], [-1.852209, -1.246728, 1.348381], [-2.552389, 0.233437, 1.080436], [-3.201955, -1.139186, 0.405121]],
  "atomic_forces_ev_per_a": [[-0.71, 0.02, 0.88], [0.68, 1.04, -0.78], [-0.33, -0.58, 0.05], [-0.01, -0.19, 0.00], [0.49, 0.25, 0.31], [-0.04, -0.16, -0.11], [0.06, 0.08, 0.02], [0.07, 0.06, -0.11], [0.29, -0.02, -0.17], [-0.40, -0.67, 0.15], [0.01, -0.01, -0.11], [0.16, -0.06, 0.09], [0.14, 0.29, -0.08], [0.03, 0.07, 0.14], [-0.12, -0.02, -0.13], [-0.17, -0.25, -0.16], [-0.13, -0.01, -0.13], [0.03, 0.17, -0.02], [-0.10, -0.05, 0.08], [0.04, 0.05, 0.08]],
  "lowdin_charge": [-0.047, -0.431, -0.074, -0.163, -0.115, 0.197, 0.083, 0.082, 0.074, 0.131, 0.073, 0.088, 0.088, 0.123, 0.117, 0.129, 0.131, 0.172, 0.168, 0.174]
}